(1)
Formula: C3H5NO2
Source: the OMol25 dataset
Level of theory: the ωB97M-V functional and the def2-TZVPD basis

SMILES = CC(=O)NC=O
E_HOMO = -10.2 eV
Energy above the lowest of the compared OMol25 structures with the same formula, charge and spin = 1.1 kcal per mole
LUMO energy = 0.688 eV
Multiplicity = 1
Electronic energy = -322.57251 a.u.
Frontier orbital gap = 10.9 eV

Geometry as XYZ:
```
11
Properties=species:S:1:pos:R:3:forces:R:3
C -1.717 0.053 -0.068 -0.07 0.04 0.04
C -0.302 0.527 0.159 0.02 0.27 -0.01
O -0.008 1.690 0.333 -0.15 -0.39 0.02
N 0.675 -0.466 0.096 0.08 -0.02 -0.12
C 2.029 -0.155 0.030 0.21 -0.15 -0.08
O 2.855 -0.927 -0.391 -0.30 0.17 0.28
H -1.852 -0.189 -1.128 0.05 0.01 0.15
H -2.394 0.867 0.194 0.08 -0.14 -0.03
H -1.960 -0.838 0.520 0.10 0.11 -0.07
H 0.426 -1.416 -0.151 -0.02 0.16 -0.05
H 2.247 0.854 0.406 0.01 -0.08 -0.14
```
Forces are in eV/Å.

(2)
Formula: C2H3NO2
Source: the OMol25 dataset
Level of theory: the ωB97M-V functional and the def2-TZVPD basis

E_HOMO = -10.8 eV
Energy above the lowest of the compared OMol25 structures with the same formula, charge and spin = 135.5 kcal per mole
LUMO energy = -0.500 eV
Multiplicity = 1
Electronic energy = -283.04215 a.u.
Frontier orbital gap = 10.3 eV

Geometry as XYZ:
```
8
Properties=species:S:1:pos:R:3:forces:R:3
C -0.190 -0.106 0.382 0.18 -0.80 1.07
C 0.304 0.430 -0.905 -0.12 -0.18 -0.09
N -1.304 0.113 0.994 1.07 -1.98 2.13
O 0.476 -0.988 1.116 0.96 0.14 -0.99
O -0.543 -1.088 2.115 -2.08 2.67 -2.20
H 0.101 -0.305 -1.683 -0.04 0.03 -0.06
H -0.224 1.351 -1.137 0.04 0.03 -0.02
H 1.379 0.594 -0.883 -0.01 0.09 0.16
```
Forces are in eV/Å.

(3)
Formula: C2H6NdO3
Source: the OMol25 dataset
Level of theory: the ωB97M-V functional and the def2-TZVPD basis

Total charge = +2
E_HOMO (spin up / spin down) = -18.2 / -18.9 eV
LUMO energy (spin up / spin down) = -9.478 / -9.362 eV
Multiplicity = 5
Electronic energy = -866.20502 a.u.
Expectation value of S² = 6.003
Frontier orbital gap (spin up / spin down) = 8.8 / 9.5 eV

Geometry as XYZ:
```
12
Properties=species:S:1:pos:R:3:forces:R:3
C -0.860 -1.534 0.216 -0.92 -0.52 0.15
O 0.210 -0.644 -0.106 0.17 0.75 -0.39
C -0.083 0.667 -0.318 0.85 1.61 2.62
O 1.080 1.189 -0.782 1.32 2.14 0.25
Nd 2.558 -0.524 -1.952 -0.72 0.56 0.66
H -1.179 -1.328 1.243 0.03 -0.34 -0.24
H -1.695 -1.394 -0.482 0.15 0.01 0.20
H -0.453 -2.540 0.080 -0.22 0.19 0.34
H -1.036 0.940 -0.789 0.23 -0.25 0.14
O -0.114 1.758 1.043 0.88 -1.69 -2.78
H 0.435 1.330 1.712 -0.22 -0.31 0.61
H 1.135 2.080 0.133 -1.56 -2.15 -1.55
```
Forces are in eV/Å.

(4)
Formula: C24H17MnN6O12S
Source: the OMol25 dataset
Level of theory: the ωB97M-V functional and the def2-TZVPD basis

E_HOMO (spin up / spin down) = -8.4 / -8.6 eV
Energy above the lowest of the compared OMol25 structures with the same formula, charge and spin = 2.8 kcal per mole
LUMO energy (spin up / spin down) = -1.435 / -0.965 eV
Multiplicity = 5
Electronic energy = -3705.44219 a.u.
Expectation value of S² = 6.041
Frontier orbital gap (spin up / spin down) = 6.9 / 7.6 eV

Geometry as XYZ:
```
61
Properties=species:S:1:pos:R:3:forces:R:3
Mn -0.280 1.256 -0.261 -0.25 -0.43 0.00
O -2.500 4.352 0.702 -0.07 0.06 -0.05
C -1.866 3.503 0.135 0.09 -0.21 0.20
O -1.298 2.461 0.715 -0.24 0.28 -0.10
C -1.630 3.523 -1.352 -0.05 0.02 -0.06
C -2.179 4.447 -2.215 0.02 -0.01 0.01
C -1.876 4.331 -3.563 -0.01 0.02 -0.01
C -1.040 3.311 -3.994 0.00 -0.03 0.02
C -0.531 2.420 -3.065 -0.01 0.08 -0.04
N -0.834 2.540 -1.774 0.29 0.02 0.06
H -2.818 5.221 -1.815 0.00 0.00 0.00
H -2.287 5.033 -4.277 0.00 0.00 0.00
H -0.784 3.195 -5.037 0.00 0.01 0.00
H 0.124 1.602 -3.330 0.00 0.00 0.01
C 3.256 2.707 0.608 0.01 -0.01 -0.03
C 2.503 1.764 1.472 -0.04 0.00 0.11
N 1.290 1.301 1.243 0.22 0.17 0.01
C 0.982 0.442 2.262 -0.05 -0.05 -0.04
C 2.019 0.390 3.142 0.10 0.00 -0.01
N 2.968 1.234 2.624 -0.02 0.01 -0.03
C 2.297 -0.348 4.400 -0.09 0.08 0.09
O 1.342 -1.137 4.843 0.07 0.02 -0.01
O 3.353 -0.180 4.959 0.03 -0.04 -0.01
C -0.270 -0.343 2.151 -0.06 0.01 0.05
O -0.602 -1.120 3.047 0.01 0.02 -0.05
O -0.890 -0.163 1.045 0.08 0.00 0.05
H 2.719 2.841 -0.329 -0.01 0.00 0.00
H 4.244 2.311 0.374 0.01 0.01 0.01
H 3.377 3.676 1.093 -0.01 0.00 0.00
H 3.863 1.385 3.066 0.00 0.01 0.00
H 0.550 -1.142 4.229 -0.04 -0.08 -0.03
S -1.969 -0.500 -1.930 -0.13 0.17 0.09
C -3.252 -0.536 -0.811 -0.03 0.01 0.02
N -3.257 -1.489 0.152 0.15 -0.04 0.01
C -4.153 -1.581 1.152 -0.02 0.03 0.01
C -5.188 -0.699 1.225 0.03 -0.01 -0.02
C -5.268 0.295 0.233 -0.06 -0.01 0.05
C -4.332 0.373 -0.762 0.08 0.02 -0.08
H -2.455 -2.113 0.160 0.01 -0.01 0.02
H -3.974 -2.372 1.866 -0.01 0.00 0.00
H -5.906 -0.765 2.027 -0.01 0.01 0.00
H -6.076 1.014 0.263 0.00 0.00 0.00
H -4.378 1.137 -1.524 -0.01 0.00 0.01
O 2.871 0.095 -2.487 0.01 -0.03 0.00
C 1.989 -0.268 -1.739 0.00 0.11 0.09
O 1.022 0.516 -1.356 -0.05 -0.14 -0.32
C 1.986 -1.680 -1.203 0.05 -0.01 -0.01
C 3.098 -2.470 -1.470 -0.02 0.03 0.06
C 3.136 -3.759 -0.978 0.09 -0.09 -0.02
C 2.115 -4.306 -0.225 0.04 0.09 0.00
C 1.023 -3.495 -0.001 -0.14 -0.10 0.05
C 0.924 -2.200 -0.475 0.02 -0.02 -0.11
N -0.095 -4.054 0.785 0.00 0.13 0.12
O -1.196 -3.548 0.649 0.08 -0.05 -0.01
O 0.149 -4.976 1.527 -0.04 -0.03 -0.10
N 4.323 -4.600 -1.261 -0.04 0.04 0.05
O 4.303 -5.742 -0.853 0.01 0.03 -0.03
O 5.233 -4.088 -1.876 -0.02 -0.03 0.01
H 3.918 -2.072 -2.049 0.00 0.00 -0.01
H 2.174 -5.311 0.162 0.00 0.00 0.00
H 0.032 -1.620 -0.297 -0.01 -0.01 -0.01
```
Forces are in eV/Å.

(5)
Formula: C6H13N2
Source: the OMol25 dataset
Level of theory: the ωB97M-V functional and the def2-TZVPD basis

Total charge = +1
E_HOMO (spin up / spin down) = -13.3 / -13.3 eV
Energy above the lowest of the compared OMol25 structures with the same formula, charge and spin = 96.2 kcal per mole
LUMO energy (spin up / spin down) = -4.298 / -4.298 eV
Multiplicity = 1
Electronic energy = -345.54278 a.u.
Frontier orbital gap (spin up / spin down) = 9.0 / 9.0 eV

Geometry as XYZ:
```
21
Properties=species:S:1:pos:R:3:forces:R:3
C -2.037 -0.725 0.894 2.98 2.26 -1.92
C -0.796 -0.274 1.233 -3.87 -1.67 1.05
C -2.203 -0.386 -0.555 1.54 -0.44 -0.09
C 2.386 -0.758 -0.183 -1.80 -1.73 0.00
C 0.551 1.667 0.591 -1.87 1.38 -1.18
C 1.057 -0.704 -0.899 0.26 2.51 1.26
N -1.261 0.736 -0.696 0.52 0.21 -0.88
N -0.188 0.452 0.205 2.80 -1.98 -2.59
H -2.847 -1.101 1.408 -0.93 -1.15 1.55
H -0.503 -0.371 2.244 1.29 0.32 0.59
H -1.918 -1.287 -1.132 -0.07 0.28 -0.14
H -3.128 -0.041 -0.895 -1.66 0.31 -0.22
H 2.657 -1.739 0.214 -0.13 -0.31 -0.75
H 3.100 -0.383 -0.834 1.71 0.78 -0.77
H 2.331 -0.256 0.730 0.13 1.60 1.28
H 1.343 2.009 -0.074 -0.42 -0.39 -0.57
H -0.305 2.371 0.617 0.92 0.26 0.06
H 0.989 1.651 1.533 0.51 -0.69 1.86
H 0.543 -1.621 -0.945 -1.04 -0.78 -0.13
H 1.066 -0.069 -1.822 -0.27 -0.68 0.96
H -0.837 0.829 -1.634 -0.61 -0.08 0.63
```
Forces are in eV/Å.

(6)
Formula: H6O3
Source: the OMol25 dataset
Level of theory: the ωB97M-V functional and the def2-TZVPD basis

SMILES = O.O.O
E_HOMO = -11.4 eV
Energy above the lowest of the compared OMol25 structures with the same formula, charge and spin = 1.2 kcal per mole
LUMO energy = 0.736 eV
Multiplicity = 1
Electronic energy = -229.32317 a.u.
Frontier orbital gap = 12.1 eV

Geometry as XYZ:
```
9
Properties=species:S:1:pos:R:3:forces:R:3
H -1.227 -1.782 -0.377 0.65 0.77 -0.58
H -0.917 -0.259 -0.685 -0.04 -0.55 -0.07
H 1.045 -0.636 -0.188 -0.08 -0.27 0.04
H 1.859 -0.460 1.126 -0.15 0.19 -0.48
H -1.203 1.697 0.674 0.28 -0.11 -0.51
H 0.180 1.209 0.171 0.00 0.05 0.01
O -0.632 -1.185 -0.886 -0.68 -0.34 0.55
O 1.616 -0.017 0.296 0.30 0.03 0.48
O -0.722 1.433 -0.131 -0.28 0.24 0.57
```
Forces are in eV/Å.

(7)
Formula: C15H24FN2O7S2
Source: the OMol25 dataset
Level of theory: the ωB97M-V functional and the def2-TZVPD basis

Total charge = -1
E_HOMO = -5.6 eV
LUMO energy = 2.841 eV
Multiplicity = 1
Electronic energy = -2118.32167 a.u.
Frontier orbital gap = 8.5 eV

Geometry as XYZ:
```
51
Properties=species:S:1:pos:R:3:forces:R:3
C -3.321 -4.419 1.059 0.04 0.09 0.03
O -2.853 -4.965 -0.154 -0.10 -0.21 0.00
C -3.549 -4.524 -1.307 0.02 -0.20 -0.16
C -2.597 -3.940 -2.367 -0.18 0.19 0.18
C -1.308 -3.347 -1.771 0.05 0.18 -0.42
C -0.034 -4.178 -2.024 -0.31 -0.33 0.19
C 0.782 -4.564 -0.775 0.23 0.15 -0.20
C 0.864 -3.506 0.321 0.25 -0.09 0.12
C 1.587 -2.240 -0.140 0.05 -0.18 0.29
S 1.134 -0.864 0.904 0.02 -0.07 -0.02
O 1.747 -1.109 2.192 -0.01 0.01 0.00
O -0.314 -0.793 0.908 -0.01 0.04 -0.10
N 1.832 0.302 0.073 -0.13 0.06 0.11
S 1.797 1.811 0.534 0.12 0.08 0.03
O 0.464 2.355 0.703 -0.04 -0.08 -0.09
O 2.747 2.150 1.564 -0.01 0.01 0.00
C 2.393 2.586 -0.984 0.04 0.14 0.19
O 3.823 2.598 -1.017 0.02 -0.16 -0.32
N 4.249 3.655 -1.801 -0.29 -0.15 -0.13
O 5.304 3.440 -2.265 0.28 0.14 0.21
H -4.414 -4.473 1.130 0.00 -0.02 0.00
H -3.011 -3.374 1.176 -0.02 0.02 -0.02
H -2.891 -5.003 1.870 0.03 0.01 -0.01
H -4.322 -3.796 -1.044 0.15 0.10 0.15
H -4.074 -5.394 -1.720 -0.05 0.05 -0.04
H -3.138 -3.142 -2.882 -0.07 -0.10 -0.07
H -2.385 -4.698 -3.124 0.18 -0.01 0.05
H -1.165 -2.358 -2.208 0.03 0.03 0.10
H -1.455 -3.180 -0.709 0.01 0.04 0.00
H 0.598 -3.666 -2.752 0.05 0.08 0.10
H -0.333 -5.113 -2.509 0.08 0.01 -0.05
H 1.806 -4.773 -1.111 -0.01 -0.10 0.04
H 0.413 -5.504 -0.358 -0.18 0.10 0.06
H -0.117 -3.245 0.719 -0.05 -0.04 -0.11
H 1.422 -3.924 1.162 -0.05 0.02 0.03
H 1.379 -1.974 -1.175 -0.10 0.06 0.03
H 2.662 -2.360 0.002 0.03 0.10 -0.23
H 2.005 3.604 -0.974 0.07 -0.14 -0.07
H 2.031 2.015 -1.837 -0.14 0.01 0.07
F 1.651 5.256 0.296 0.06 0.29 -0.02
C 0.831 5.965 1.096 -0.05 -0.13 0.09
C 0.110 5.282 2.056 0.00 -0.01 0.05
C -0.729 6.018 2.880 0.01 0.02 -0.01
C -0.839 7.396 2.734 0.00 0.00 0.00
C -0.101 8.049 1.757 -0.01 -0.01 0.01
C 0.749 7.332 0.925 0.01 0.02 -0.01
H 0.217 4.207 2.128 -0.01 0.00 -0.04
H -1.302 5.506 3.642 0.00 0.00 -0.01
H -1.498 7.959 3.382 0.00 0.00 0.00
H -0.186 9.122 1.638 0.01 0.00 0.00
H 1.340 7.815 0.158 0.00 -0.01 -0.01
```
Forces are in eV/Å.